# C54H59CrN5PS8Si

A structure of composition C54H59CrN5PS8Si (ωB97M-V with the def2-TZVPD basis set, the OMol25 dataset).

Values from the calculation:
2S+1 ... 2
⟨S²⟩ ... 1.1306
Highest occupied orbital energy (spin up / spin down) ... -6.11 / -6.11 eV
LUMO (spin up / spin down) ... -0.754 / -0.751 eV

```
129
C54H59CrN5PS8Si, DFT ωB97M-V with the def2-TZVPD basis set
Cr -0.37360 1.34707 -1.25577
S -4.64508 7.27075 -0.70703
C -3.65171 5.97164 -0.85291
S -3.64202 4.90516 -2.21669
C -2.37610 3.82449 -1.67339
C -1.84302 4.11093 -0.47255
S -0.52990 3.20672 0.20304
S -2.50687 5.49726 0.35848
S -1.83068 2.51973 -2.67186
N 1.04432 0.74019 0.03710
S 1.85832 0.89719 1.21281
N 1.15651 0.50505 2.69085
S 0.42890 -0.85412 2.81677
N -0.48744 -1.38587 1.69429
S -1.80452 -0.60096 1.03032
N -1.67718 0.28631 -0.11095
C -2.70310 0.14448 2.39447
C -3.57450 -0.58380 3.19939
C -4.28613 0.07897 4.18762
C -4.13350 1.45046 4.35947
C -3.26079 2.16201 3.54779
C -2.53913 1.51003 2.55895
C -2.82529 -2.03748 0.70464
C -2.47921 -3.33273 1.06135
C -3.36487 -4.36712 0.78950
C -4.57849 -4.09978 0.16937
C -4.91232 -2.79770 -0.18400
C -4.03599 -1.76000 0.08552
C -0.34354 -0.76657 4.40493
C -0.25512 0.36877 5.18758
C -0.82536 0.34420 6.45298
C -1.45535 -0.80092 6.91490
C -1.53384 -1.93394 6.11235
C -0.97641 -1.92128 4.84785
C 1.57027 -2.18972 3.05649
C 1.35045 -3.43627 2.49855
C 2.30399 -4.42636 2.67428
C 3.45661 -4.16086 3.39722
C 3.65644 -2.90866 3.96632
C 2.70879 -1.91366 3.80176
C 2.48210 2.50108 1.66401
C 2.79604 2.84956 2.97311
C 3.29491 4.11960 3.21782
C 3.47532 5.00975 2.16298
C 3.16195 4.63896 0.86200
C 2.65713 3.37409 0.60458
C 3.36501 -0.07643 1.09592
C 4.60484 0.41680 1.48612
C 5.74338 -0.33598 1.22896
C 5.63566 -1.56114 0.58784
C 4.38968 -2.04109 0.20134
C 3.24982 -1.29689 0.44933
H -3.69782 -1.65087 3.06269
H -4.97156 -0.47831 4.81563
H -4.70523 1.96229 5.12441
H -3.15149 3.23398 3.66604
H -1.86511 2.05566 1.90392
H -1.52533 -3.52288 1.52935
H -3.10787 -5.38152 1.06865
H -5.26750 -4.90876 -0.03953
H -5.85496 -2.59102 -0.67609
H -4.27591 -0.73477 -0.17844
H 0.24072 1.24863 4.79481
H -0.77693 1.22612 7.07922
H -1.89256 -0.81372 7.90561
H -2.02865 -2.82616 6.47351
H -1.02532 -2.79278 4.20322
H 0.46049 -3.60670 1.90607
H 2.15274 -5.40272 2.23190
H 4.21024 -4.93017 3.51223
H 4.55619 -2.70494 4.53179
H 2.84681 -0.92593 4.22511
H 2.64241 2.14014 3.77645
H 3.53839 4.41934 4.23044
H 3.86074 6.00269 2.36068
H 3.29960 5.33618 0.04460
H 2.38596 3.05868 -0.39764
H 4.68772 1.37965 1.97138
H 6.71421 0.05016 1.51481
H 6.52728 -2.13706 0.36991
H 4.31036 -2.98464 -0.32421
H 2.27316 -1.63253 0.12620
C 3.50125 3.11520 -3.21975
Si 1.62404 2.89003 -3.44271
C 1.17781 2.86597 -5.26736
C 0.90179 4.48903 -2.77565
N 1.08988 1.42819 -2.63485
C 1.74310 0.23129 -2.94174
C 1.36317 -1.00967 -2.37717
C 2.00004 -2.19660 -2.69852
C 3.04179 -2.23802 -3.61402
C 3.41455 -1.04585 -4.21788
C 2.78303 0.14595 -3.90070
H 3.72854 4.16488 -3.00458
H 4.06691 2.84024 -4.11549
H 3.88427 2.50432 -2.39433
H 1.59026 3.75202 -5.76460
H 0.08906 2.89987 -5.36816
H 1.54149 1.98059 -5.79753
H 1.60284 5.30870 -2.97782
H 0.71270 4.46326 -1.70014
H -0.04409 4.72479 -3.26929
H 0.53706 -1.04583 -1.68384
H 1.66467 -3.11850 -2.22930
H 3.53225 -3.17130 -3.86756
H 4.20550 -1.03699 -4.95995
H 3.08900 1.03586 -4.42891
C -4.95114 -1.06938 -3.90267
C -3.91026 -0.17860 -3.22105
P -2.14614 -0.75867 -3.20848
C -1.82013 -0.70401 -5.03307
C -0.48628 -1.32095 -5.45679
C -2.43755 -2.58861 -2.97616
C -1.20865 -3.32236 -2.43072
H -5.92362 -0.57049 -3.89696
H -5.07088 -2.02936 -3.39499
H -4.68956 -1.26655 -4.94338
H -4.18011 -0.00622 -2.17490
H -3.89527 0.80321 -3.68953
H -1.84187 0.35809 -5.29701
H -2.64032 -1.19692 -5.56085
H 0.34373 -0.89533 -4.89458
H -0.30423 -1.14256 -6.51871
H -0.48076 -2.40268 -5.29705
H -2.74814 -3.02834 -3.92779
H -3.26553 -2.69624 -2.27422
H -0.35481 -3.20119 -3.09659
H -1.40573 -4.39234 -2.31576
H -0.92386 -2.91784 -1.45543
```

# C54H62ClCsO20

A structure of composition C54H62ClCsO20 (ωB97M-V with the def2-TZVPD basis set, the OMol25 dataset).

Values from the calculation:
Highest occupied orbital energy ... -7.94 eV
LUMO ... -0.222 eV

```
138
C54H62ClCsO20, DFT ωB97M-V with the def2-TZVPD basis set
Cs 1.93010 -2.17027 24.60856
Cl 1.41156 -5.05214 20.87099
O 2.06448 -4.19379 21.82655
O 2.33532 -5.93495 20.12059
O 0.53462 -5.78608 21.61013
O 0.92941 -4.21482 19.93245
C -2.52327 -4.89792 20.56448
C -2.93853 -4.52322 22.01648
C -4.14075 -3.49671 22.00712
C -4.66434 -3.19958 23.45769
C -3.64854 -2.55343 24.41299
C -3.13525 -1.22638 24.03117
H -3.39476 -5.40171 20.14639
H -1.68076 -5.57744 20.43596
H -2.27757 -4.00810 19.98487
H -3.20781 -5.41172 22.58756
H -2.06021 -4.08522 22.49062
H -4.96110 -4.04519 21.54420
H -3.89272 -2.57878 21.47421
H -5.56169 -2.58227 23.41536
H -5.02008 -4.17295 23.79551
H -3.87230 -2.61958 25.47772
H -2.82001 -3.26097 24.38098
H -2.98153 -1.00584 22.97484
H -3.89114 -0.54413 24.42010
H -2.24223 -0.93856 24.58594
C 0.05958 -7.22263 26.16949
C -0.13643 -5.91910 25.64902
C -0.94093 -5.00459 26.31958
C -1.69732 -5.35991 27.39921
C -1.65628 -6.64027 27.84527
C -0.69077 -7.50258 27.30605
O -0.49130 -8.73776 27.79971
O -0.88423 -3.72346 25.92889
H 0.83585 -7.86920 25.78771
H 0.54438 -5.57635 24.88390
H -2.40681 -4.61605 27.73043
H -2.26109 -7.02514 28.65303
H 0.29560 -9.20036 27.50239
H -1.43028 -3.08019 26.38675
C 3.01758 0.84015 19.63687
C 3.27484 0.59396 18.26445
C 3.80088 -0.65036 17.90033
C 4.06484 -1.61030 18.87297
C 3.78525 -1.26942 20.24118
C 3.12177 -0.14694 20.57240
O 2.73084 0.10922 21.86084
O 4.15694 -0.95522 16.57144
H 2.53664 1.74987 19.96476
H 3.24682 1.20060 17.37135
H 4.55205 -2.53554 18.60291
H 3.93803 -1.96126 21.05630
H 2.95483 1.02709 22.03091
H 4.32622 -1.89001 16.43314
C 5.86747 -1.85477 25.10922
C 5.92202 -0.52400 24.84731
C 6.24462 -0.03604 23.50120
C 6.46337 -0.94883 22.50642
C 6.26595 -2.29722 22.75831
C 5.97027 -2.71801 24.04066
O 5.85951 -4.04623 24.18187
O 6.27480 1.38047 23.33768
H 5.72360 -2.22803 26.11240
H 5.73794 0.16330 25.65980
H 6.74891 -0.68858 21.49788
H 6.38398 -2.98760 21.93621
H 6.36485 -4.55777 23.54582
H 6.64546 1.55662 22.46982
C -1.47940 3.57616 23.29850
C -0.77756 2.46145 22.99400
C -0.61046 1.48977 24.03468
C -1.39699 1.56928 25.21267
C -2.20096 2.65420 25.47045
C -2.22880 3.65394 24.44880
O -2.98309 4.68224 24.63050
O 0.20312 0.40580 23.78920
H -1.47109 4.29598 22.49340
H -0.34400 2.21387 22.03633
H -1.34774 0.67213 25.81191
H -2.79701 2.69028 26.37036
H -3.61944 4.92131 23.95262
H 0.32824 0.35800 22.83859
C 1.81835 2.49600 29.76644
C 2.36257 1.22783 29.49039
C 2.20631 0.71797 28.18929
C 1.45137 1.33345 27.23412
C 0.90649 2.57594 27.51352
C 1.02514 3.14601 28.76120
O 0.38232 4.28526 29.09286
O 2.87614 -0.41730 27.80130
H 1.94853 2.97217 30.72701
H 2.79650 0.56309 30.22267
H 1.29077 0.86315 26.27526
H 0.22542 3.07082 26.83703
H 0.12657 4.59154 28.21972
H 3.68249 -0.58222 28.29547
C 5.29415 -5.54103 28.05936
C 5.48342 -6.57014 28.97668
C 4.49054 -7.45494 29.24200
C 3.30018 -7.55764 28.44835
C 3.12111 -6.50803 27.56897
C 4.07985 -5.53586 27.36187
O 3.92527 -4.52346 26.45222
O 4.65650 -8.26080 30.32046
H 6.11295 -4.88893 27.79341
H 6.30264 -6.56198 29.68040
H 2.53441 -8.28992 28.65757
H 2.31200 -6.42213 26.85878
H 4.64144 -4.67720 25.83170
H 3.80314 -8.47347 30.70537
C -0.17054 -1.12618 18.95497
C -0.71684 -0.39972 17.94225
C -1.82763 0.37947 18.23873
C -2.31121 0.57696 19.51186
C -1.65805 -0.07124 20.56416
C -0.67373 -0.94872 20.25100
O -0.14313 -1.72404 21.31028
O -2.33403 1.17834 17.24127
H 0.68102 -1.77748 18.82448
H -0.37848 -0.58078 16.93273
H -3.17612 1.21851 19.59413
H -2.04098 0.25547 21.51969
H 0.28050 -2.52646 20.99681
H -2.65320 0.49048 16.65256
C -2.72368 -1.02561 31.42566
C -3.22409 -1.32781 30.15865
C -2.29786 -1.59487 29.18199
C -0.92729 -1.34943 29.28704
C -0.37667 -0.94862 30.50331
C -1.36362 -0.82612 31.58053
O -0.87482 -0.57813 32.84575
O -2.72245 -2.02293 27.97133
H -3.37080 -1.01126 32.29020
H -4.24726 -1.60851 29.95684
H -0.27698 -1.47942 28.43463
H 0.66037 -0.76909 30.74561
H 0.06133 -0.68575 32.66235
H -3.62142 -2.35552 27.91784
```

# C54H65CsN5O10PS3

A structure of composition C54H65CsN5O10PS3 (ωB97M-V with the def2-TZVPD basis set, the OMol25 dataset).

Values from the calculation:
Highest occupied orbital energy ... -2.41 eV
Total charge ... -2
Energy above the lowest of the compared OMol25 structures with the same formula, charge and spin ... 16.6 kcal/mol
LUMO ... 3.209 eV

```
139
C54H65CsN5O10PS3, DFT ωB97M-V with the def2-TZVPD basis set
Cs 0.16036 -0.14748 0.80888
C -4.37147 4.12590 -0.95540
C -3.39966 3.68422 -0.06792
C -2.57985 2.61799 -0.40736
C -2.74280 1.95857 -1.62179
C -3.71354 2.40782 -2.51546
C -4.51720 3.48612 -2.18354
N -1.83878 0.89642 -1.89837
N -2.29429 0.02820 -2.65687
C -1.42375 -1.06898 -2.93789
C -1.84928 -1.85830 -4.01559
C -1.14258 -2.99578 -4.36197
C 0.00254 -3.31030 -3.63138
C 0.42250 -2.46264 -2.60966
C -0.26751 -1.31745 -2.17098
H -5.00486 4.96624 -0.69922
H -3.26156 4.17624 0.88799
H -1.80730 2.28878 0.28039
H -3.81735 1.89345 -3.46215
H -5.26576 3.83388 -2.88597
H -2.75002 -1.56586 -4.55135
H -1.47374 -3.62678 -5.17999
H 0.57695 -4.20321 -3.86718
H 1.34890 -2.74680 -2.09842
O 5.95932 -4.72673 3.05123
C 5.79062 -3.61850 3.61900
O 6.22297 -3.22087 4.71837
C 4.90950 -2.63369 2.82988
C 4.87155 -2.67070 1.43767
C 3.94294 -1.90477 0.76269
N 3.05306 -1.11302 1.37528
C 3.13652 -1.02616 2.70561
C 4.05633 -1.74723 3.46528
C 2.13719 -0.10417 3.39975
O 2.58438 0.95936 3.86096
O 0.93703 -0.49920 3.39466
H 5.52257 -3.35291 0.90558
H 3.88493 -1.92549 -0.32239
H 4.08559 -1.64469 4.54241
C -1.11724 2.77836 -5.97299
C -0.50885 2.16521 -4.71957
C 1.00484 2.31377 -4.71527
N 1.62808 1.83000 -3.49063
C 2.35245 0.75806 -3.16689
S 3.18104 0.71916 -1.70895
N 2.55376 -0.34131 -3.99803
C 1.93065 -0.87152 -5.11132
O 1.04347 -0.34678 -5.74382
C 2.50932 -2.19283 -5.54846
C 3.69838 -2.72723 -5.06516
C 4.14411 -3.96254 -5.51460
C 3.40855 -4.66809 -6.45394
C 2.22717 -4.13058 -6.95125
C 1.78333 -2.90028 -6.50096
H -2.20265 2.66914 -5.97199
H -0.73187 2.28490 -6.86888
H -0.88833 3.84572 -6.04888
H -0.75598 1.10576 -4.65353
H -0.91594 2.64539 -3.82555
H 1.26058 3.37736 -4.78516
H 1.44782 1.81693 -5.57151
H 1.59246 2.46808 -2.70795
H 3.13210 -0.99712 -3.48957
H 4.30414 -2.19269 -4.34325
H 5.06613 -4.37289 -5.12350
H 3.75281 -5.63636 -6.79552
H 1.64557 -4.68041 -7.68047
H 0.85523 -2.47070 -6.85191
O -1.43220 -2.11896 1.86972
S -1.05385 -2.82421 3.13185
C -2.19170 -4.21734 3.23690
C -2.38495 -4.84888 4.45505
C -3.27233 -5.91286 4.53577
C -3.96613 -6.32385 3.40546
C -3.77636 -5.67167 2.19266
C -2.88603 -4.61181 2.10476
C 0.41919 -3.75111 2.72502
C 1.22984 -4.20577 3.75398
C 2.39536 -4.88860 3.44246
C 2.72977 -5.11777 2.11573
C 1.90313 -4.66047 1.09776
C 0.74314 -3.95575 1.39216
H -1.84650 -4.50518 5.33119
H -3.42862 -6.41572 5.48209
H -4.66210 -7.15160 3.47054
H -4.32307 -5.99062 1.31390
H -2.71987 -4.07343 1.17883
H 0.98445 -3.96125 4.78145
H 3.08816 -5.18676 4.21900
H 3.68378 -5.58140 1.89702
H 2.19363 -4.79556 0.06306
H 0.15509 -3.51622 0.59357
C -6.03368 -0.26198 3.45217
C -5.21694 0.82421 2.75734
C -3.80137 0.36464 2.42373
S -2.61360 0.55303 3.78864
O -3.37404 0.39966 5.07468
C -2.33928 2.33747 3.57241
C -1.62964 2.90209 4.79853
C -0.15124 2.52539 4.82394
H -7.04231 0.08900 3.68266
H -5.54592 -0.55685 4.37962
H -6.12103 -1.14330 2.81104
H -5.17913 1.71051 3.39666
H -5.70953 1.12671 1.82933
H -3.37056 0.91254 1.58195
H -3.77341 -0.69577 2.16137
H -3.29774 2.82236 3.37509
H -1.69870 2.43855 2.68845
H -2.14433 2.53427 5.68958
H -1.74768 3.99040 4.79534
H 0.00776 1.44703 4.75278
H 0.33278 2.87726 5.73647
H 0.38207 2.95395 3.97111
C -0.63529 5.57786 -1.60617
C 0.39649 4.47866 -1.77969
O 1.39302 4.50721 -0.75302
P 1.12991 3.45481 0.50158
O 2.47187 3.73382 1.33034
C 3.50668 2.71767 1.40759
C 4.70571 3.14485 0.59440
O 0.07423 4.30360 1.41176
C 0.41052 5.55551 2.01498
C -0.87254 6.19504 2.49998
H -1.36540 5.53935 -2.41864
H -0.15463 6.55847 -1.60451
H -1.16750 5.44293 -0.66642
H 0.92018 4.60177 -2.73176
H -0.11095 3.50283 -1.78771
H 3.11085 1.76335 1.05282
H 3.73089 2.59152 2.46377
H 4.42664 3.29577 -0.44869
H 5.46547 2.36138 0.63465
H 5.13225 4.06839 0.99176
H 0.91734 6.18893 1.28187
H 1.09826 5.37399 2.84254
H -1.54791 6.38515 1.66332
H -0.66033 7.14210 3.00051
H -1.37562 5.53255 3.20669
```

Quick rundown of maximum force, same order as above: 1.8 8.1 1.1 eV/Å